Record 1
Molecular formula: C3H4EuLiO4
Method: DFT, wB97M-V/def2-TZVPD

Values from the calculation:
E_LUMO (spin up / spin down) ... -0.3059 / -0.3622 Ha
2S+1 ... 9
Gap between HOMO and LUMO (spin up / spin down) ... 9.4 / 8.2 eV
Expectation value of S² ... 20.01
Maximum force ... 2.762 eV/A
Total charge ... +2

Last column: Mulliken spin population.
Cartesian coordinates (Å):
O  0.05  -2.38  1.23  -0.01
C  -0.30  -1.28  0.73  -0.01
O  -1.48  -0.87  0.86  -0.01
Eu  -2.17  -3.03  2.12  7.02
O  0.62  -0.56  0.09  0.01
C  0.08  1.74  -0.09  0.14
C  0.24  0.47  -0.93  -0.01
H  -0.65  2.43  -0.53  0.00
H  -0.36  1.51  0.89  0.00
H  -0.72  0.20  -1.41  0.06
H  1.06  2.24  -0.35  0.00
Li  2.43  -0.96  -0.82  0.00
O  1.22  0.48  -1.80  0.81

Record 2
Molecular formula: C36H37BN13OTeTi
Method: DFT, wB97M-V/def2-TZVPD

Values from the calculation:
E_LUMO (spin up / spin down) ... -0.2336 / -0.2299 Ha
2S+1 ... 2
Gap between HOMO and LUMO (spin up / spin down) ... 6.2 / 6.3 eV
Expectation value of S² ... 0.75
Maximum force ... 0.603 eV/A
Total charge ... +2

Last column: Mulliken spin population.
Cartesian coordinates (Å):
Ti  -1.28  0.14  0.33  0.96
C  2.87  -0.39  1.41  0.01
C  1.84  -0.21  0.50  0.00
N  0.66  -0.27  1.12  -0.01
N  0.91  -0.47  2.44  0.00
C  2.24  -0.54  2.63  0.01
B  -0.31  -0.44  3.39  0.02
N  -0.96  0.97  3.24  -0.01
C  -1.08  1.93  4.18  0.00
C  -1.58  3.07  3.58  0.00
C  -1.73  2.73  2.24  0.00
N  -1.35  1.47  2.04  0.01
N  -1.32  -1.51  2.86  0.01
C  -1.62  -2.72  3.37  0.01
C  -2.49  -3.36  2.52  0.00
C  -2.67  -2.48  1.47  0.01
N  -1.97  -1.36  1.68  -0.06
N  -0.02  -0.71  4.84  0.00
C  -0.94  -0.85  5.83  0.00
C  -0.27  -0.92  7.02  0.00
C  1.09  -0.80  6.66  0.00
N  1.23  -0.67  5.35  0.00
H  3.93  -0.40  1.22  0.00
H  1.89  -0.05  -0.57  0.00
H  2.62  -0.69  3.62  0.00
H  -0.81  1.74  5.20  0.00
H  -1.79  4.02  4.05  0.00
H  -2.08  3.34  1.42  0.00
H  -1.20  -3.04  4.31  0.00
H  -2.93  -4.34  2.64  0.00
H  -3.26  -2.59  0.57  0.00
H  -2.00  -0.88  5.62  0.00
H  -0.69  -1.04  8.00  0.00
H  1.96  -0.81  7.30  0.00
N  -0.58  3.34  -2.53  0.00
C  0.00  2.42  -1.77  0.00
N  -0.93  1.82  -1.06  0.00
C  -2.09  2.43  -1.45  -0.01
N  -1.91  3.36  -2.35  0.00
C  -3.37  2.05  -0.86  0.02
C  -4.55  2.76  -1.03  0.00
N  -5.67  2.40  -0.43  0.00
C  -5.63  1.33  0.36  0.00
C  -4.45  0.62  0.56  0.01
N  -3.32  0.98  -0.05  -0.02
H  -0.15  3.97  -3.19  0.00
H  1.06  2.20  -1.76  0.00
H  -4.57  3.64  -1.66  0.00
H  -6.55  1.03  0.85  0.00
H  -4.40  -0.23  1.23  0.00
C  3.76  -1.17  -2.47  0.00
Te  1.97  -0.63  -3.53  0.00
C  3.26  -0.32  -5.21  0.00
C  4.58  -0.95  -4.84  0.00
C  5.57  -1.11  -5.81  0.00
C  6.79  -1.66  -5.47  0.00
C  7.04  -2.07  -4.16  0.00
C  6.06  -1.91  -3.20  0.00
C  4.82  -1.35  -3.53  0.00
H  3.60  -2.09  -1.91  0.00
H  4.04  -0.38  -1.77  0.00
H  3.35  0.74  -5.40  0.00
H  2.81  -0.80  -6.08  0.00
H  5.38  -0.80  -6.83  0.00
H  7.56  -1.79  -6.23  0.00
H  7.99  -2.50  -3.90  0.00
H  6.24  -2.23  -2.18  0.00
C  -2.51  -5.98  -5.31  0.00
C  -2.00  -4.99  -4.32  0.00
C  -0.77  -5.18  -3.68  0.00
C  -0.29  -4.28  -2.75  0.00
C  1.06  -4.53  -2.13  0.00
C  -1.08  -3.13  -2.45  0.00
C  -0.54  -2.21  -1.53  0.01
O  -1.08  -1.14  -1.13  0.03
C  -2.33  -2.92  -3.10  0.00
C  -3.21  -1.72  -2.85  0.00
C  -2.76  -3.86  -4.01  0.00
H  -1.79  -6.78  -5.49  0.00
H  -2.72  -5.49  -6.26  0.00
H  -3.44  -6.42  -4.96  0.00
H  -0.19  -6.06  -3.91  0.00
H  1.39  -5.54  -2.37  0.00
H  1.05  -4.43  -1.05  0.00
H  1.79  -3.84  -2.54  0.00
H  0.44  -2.44  -1.10  0.00
H  -2.67  -0.79  -3.06  0.00
H  -3.53  -1.67  -1.80  0.00
H  -4.09  -1.77  -3.47  0.00
H  -3.71  -3.71  -4.51  0.00

Record 3
Molecular formula: C31H44AsBaN4O2SSi2
Method: DFT, wB97M-V/def2-TZVPD

Values from the calculation:
E_LUMO ... 0.0844 Ha
2S+1 ... 1
Gap between HOMO and LUMO ... 7.1 eV
Maximum force ... 3.011 eV/A
Total charge ... -1

Last column: Mulliken charge in e.
Cartesian coordinates (Å):
Ba  11.97  13.05  10.03  0.64
C  16.24  12.35  9.78  -1.01
C  15.91  13.73  10.27  0.43
C  16.88  14.63  10.66  -0.94
C  16.47  15.90  11.16  -0.87
C  15.15  16.18  11.27  -0.59
C  14.17  15.25  10.85  0.09
N  14.61  14.04  10.33  0.17
N  12.89  15.46  10.94  0.56
Si  11.91  16.79  11.00  -0.22
C  12.77  18.26  10.23  -1.09
C  10.25  16.70  10.07  -1.08
C  11.43  17.37  12.72  -0.81
H  15.46  11.98  9.07  -0.03
H  16.26  11.67  10.63  0.15
H  17.24  12.34  9.32  0.49
H  17.91  14.39  10.58  0.47
H  17.19  16.64  11.44  0.43
H  14.79  17.12  11.61  0.60
H  12.76  18.13  9.14  0.29
H  13.82  18.32  10.51  0.34
H  12.31  19.26  10.40  0.32
H  10.32  16.47  9.00  0.27
H  9.90  17.73  10.23  0.34
H  9.49  16.06  10.50  0.30
H  12.31  17.76  13.26  0.28
H  10.95  16.52  13.27  0.08
H  10.71  18.23  12.62  0.40
O  10.63  14.05  7.85  -0.77
C  9.36  13.94  7.93  -0.04
O  8.55  14.87  7.85  -0.74
C  8.82  12.55  8.22  0.48
C  7.82  11.99  7.43  -0.59
C  7.23  10.81  7.77  -1.09
C  7.58  10.27  9.03  1.47
C  6.89  9.19  9.61  -0.57
C  7.12  8.82  10.91  -0.76
C  8.15  9.45  11.64  -0.62
C  8.93  10.46  11.09  -0.42
C  8.63  10.87  9.75  -0.48
N  9.39  11.97  9.25  0.82
H  7.52  12.55  6.55  0.48
H  6.45  10.36  7.12  0.35
H  6.08  8.76  9.03  0.37
H  6.46  8.18  11.46  0.38
H  8.40  9.09  12.60  0.45
H  9.66  10.97  11.67  0.50
C  10.92  8.13  8.85  -0.98
Si  12.40  9.41  8.94  0.38
C  13.91  8.19  8.70  -1.25
C  12.29  10.60  7.45  -1.25
N  12.50  10.45  10.30  0.32
C  12.94  9.90  11.51  -0.69
C  12.35  8.76  12.07  0.35
C  12.88  8.21  13.25  -1.05
C  13.90  8.89  13.94  -0.51
C  14.48  10.07  13.47  -1.02
C  13.96  10.56  12.26  0.27
H  10.66  7.92  7.81  0.36
H  10.04  8.52  9.30  0.03
H  11.28  7.19  9.22  0.34
H  13.87  7.59  7.76  0.35
H  14.12  7.55  9.60  0.26
H  14.76  8.79  8.47  0.34
H  11.93  10.02  6.58  0.35
H  13.28  10.92  7.17  0.20
H  11.63  11.43  7.63  0.52
H  11.47  8.34  11.56  0.18
H  12.50  7.32  13.69  0.47
H  14.34  8.40  14.76  0.39
H  15.25  10.60  13.98  0.56
H  14.40  11.44  11.82  0.31
C  12.15  11.60  15.21  -0.81
As  12.01  13.41  14.47  0.83
C  13.67  14.06  13.79  -0.36
C  11.73  14.58  16.04  -1.21
S  10.46  13.62  13.11  -0.35
H  13.04  11.35  15.81  0.37
H  12.13  10.96  14.33  -0.06
H  11.25  11.48  15.80  0.46
H  14.41  13.84  14.58  0.45
H  13.48  15.12  13.64  0.26
H  13.96  13.63  12.85  -0.23
H  12.69  14.93  16.41  0.40
H  11.21  14.03  16.80  0.42
H  11.19  15.50  15.82  0.32

Record 4
Molecular formula: C39H48N2RhSb2Si2
Method: DFT, wB97M-V/def2-TZVPD

Values from the calculation:
E_LUMO (spin up / spin down) ... -0.1063 / -0.1623 Ha
2S+1 ... 5
Gap between HOMO and LUMO (spin up / spin down) ... 6.3 / 5.7 eV
Expectation value of S² ... 6.05
Maximum force ... 0.746 eV/A
Total charge ... +1

Last column: Mulliken spin population.
Cartesian coordinates (Å):
Rh  -0.86  -0.65  -0.43  1.68
C  0.49  1.73  -2.85  0.33
C  1.87  1.09  -2.99  -0.01
C  2.04  -0.32  -2.40  0.04
Sb  1.81  0.04  -0.29  -0.18
C  2.00  -1.11  1.48  -0.03
C  0.86  -1.72  2.01  0.12
C  0.90  -2.29  3.27  0.00
C  2.07  -2.26  4.01  0.00
C  3.20  -1.66  3.49  0.00
C  3.17  -1.07  2.24  0.00
C  3.62  1.15  -0.14  0.03
C  3.71  2.47  0.29  -0.02
C  4.95  3.10  0.33  0.00
C  6.09  2.41  -0.05  0.00
C  6.00  1.09  -0.47  0.00
C  4.77  0.47  -0.52  0.00
Sb  -0.31  1.97  -0.73  0.32
C  -0.56  1.87  1.54  0.41
C  -1.64  1.23  2.13  -0.14
C  -1.68  1.09  3.52  0.01
C  -0.63  1.56  4.29  -0.01
C  0.46  2.18  3.69  0.02
C  0.49  2.34  2.31  -0.03
C  0.44  3.96  -0.55  -0.04
C  1.48  4.47  -1.32  0.03
C  1.85  5.80  -1.19  -0.01
C  1.19  6.63  -0.31  0.02
C  0.14  6.13  0.46  -0.01
C  -0.22  4.79  0.35  -0.01
H  -0.28  1.17  -3.38  0.02
H  0.49  2.76  -3.19  0.01
H  2.63  1.75  -2.57  0.00
H  2.10  1.03  -4.07  0.03
H  3.02  -0.74  -2.64  0.00
H  1.25  -1.00  -2.72  0.00
H  -0.07  -1.78  1.44  -0.05
H  0.01  -2.76  3.67  0.00
H  2.10  -2.72  5.00  0.00
H  4.12  -1.63  4.07  0.00
H  4.06  -0.58  1.86  0.00
H  2.83  3.02  0.57  0.01
H  5.02  4.13  0.66  0.00
H  7.06  2.90  -0.01  0.00
H  6.90  0.56  -0.77  0.00
H  4.72  -0.57  -0.86  0.00
H  -2.45  0.83  1.54  0.07
H  -2.52  0.60  3.98  0.00
H  -0.65  1.44  5.37  0.00
H  1.28  2.55  4.29  0.00
H  1.33  2.84  1.86  0.03
H  2.01  3.84  -2.03  0.00
H  2.67  6.19  -1.79  0.00
H  1.48  7.67  -0.21  0.00
H  -0.39  6.77  1.15  0.00
H  -1.02  4.41  0.97  0.00
C  -3.66  2.13  -0.85  0.06
Si  -4.29  0.37  -0.72  0.00
C  -5.27  0.15  -2.31  0.01
C  -5.37  0.35  0.82  0.01
N  -3.00  -0.85  -0.61  0.37
C  -3.33  -2.15  -0.67  0.15
C  -4.68  -2.61  -0.65  0.00
C  -5.01  -3.93  -0.72  0.08
C  -3.98  -4.90  -0.82  0.09
C  -2.68  -4.52  -0.84  0.00
C  -2.27  -3.15  -0.77  0.17
N  -0.99  -2.75  -0.82  0.39
Si  0.26  -4.03  -1.00  -0.02
C  0.02  -4.91  -2.64  0.01
C  2.02  -3.40  -1.09  0.02
C  0.28  -5.17  0.49  0.01
H  -4.57  2.74  -0.92  0.01
H  -3.10  2.33  -1.77  -0.01
H  -3.10  2.51  0.01  -0.01
H  -5.86  1.05  -2.49  0.00
H  -5.94  -0.70  -2.35  0.00
H  -4.57  0.05  -3.15  0.00
H  -5.97  1.26  0.86  0.00
H  -4.75  0.33  1.72  0.00
H  -6.05  -0.50  0.88  0.00
H  -5.48  -1.89  -0.56  -0.02
H  -6.04  -4.24  -0.70  0.01
H  -4.24  -5.95  -0.87  0.01
H  -1.93  -5.29  -0.90  -0.02
H  0.09  -4.18  -3.45  0.00
H  -0.93  -5.43  -2.77  0.00
H  0.82  -5.63  -2.78  0.00
H  2.23  -2.74  -1.93  0.00
H  2.60  -4.31  -1.28  0.00
H  2.40  -2.97  -0.17  -0.01
H  -0.61  -5.76  0.67  0.00
H  0.47  -4.57  1.39  0.00
H  1.12  -5.86  0.39  0.00

Record 5
Molecular formula: C8H14OS
Method: DFT, wB97M-V/def2-TZVPD

Values from the calculation:
E_LUMO ... 0.0317 Ha
2S+1 ... 1
Gap between HOMO and LUMO ... 9.5 eV
Maximum force ... 2.869 eV/A

Last column: natural (NBO) charge in e.
Cartesian coordinates (Å):
C  -1.51  -1.55  -0.14  -0.16
C  -2.21  -0.47  0.12  -0.21
C  -0.02  -1.45  -0.22  -0.47
C  0.38  0.00  -0.39  -0.28
C  -3.69  -0.33  0.28  -0.65
C  2.85  -0.34  -0.02  -0.60
C  1.85  1.96  0.13  -0.60
C  1.61  0.47  0.38  -0.25
O  -1.66  1.98  -0.71  -0.98
S  -1.22  1.05  0.33  1.19
H  -1.97  -2.53  -0.28  0.21
H  0.40  -1.85  0.71  0.22
H  0.36  -2.07  -1.04  0.22
H  0.42  0.31  -1.43  0.22
H  -4.00  -0.64  1.28  0.22
H  -4.22  -0.94  -0.46  0.23
H  -3.98  0.71  0.14  0.24
H  3.06  -0.22  -1.08  0.20
H  2.71  -1.39  0.19  0.21
H  3.71  0.01  0.55  0.21
H  2.10  2.14  -0.91  0.21
H  2.66  2.32  0.76  0.21
H  0.95  2.53  0.37  0.22
H  1.42  0.32  1.45  0.20

Record 6
Molecular formula: C28H31BrF3InN4O5S
Method: DFT, wB97M-V/def2-TZVPD

Values from the calculation:
E_LUMO ... 0.0035 Ha
2S+1 ... 1
Gap between HOMO and LUMO ... 7.8 eV
Maximum force ... 1.847 eV/A

Last column: Mulliken charge in e.
Cartesian coordinates (Å):
In  0.61  -0.94  0.55  1.71
C  -1.47  -1.93  3.29  -1.51
N  -0.85  -2.51  2.10  1.05
C  0.13  -3.54  2.49  -1.13
C  1.58  -3.04  2.52  -0.44
C  1.83  -1.75  3.30  -1.20
N  1.15  -0.63  2.67  0.59
C  1.10  0.49  3.29  -0.86
C  0.62  1.75  2.81  1.48
C  0.71  2.84  3.70  -0.85
C  0.44  4.13  3.31  -1.01
C  0.06  4.37  1.98  -0.57
C  -0.06  3.33  1.10  -1.08
C  0.23  2.00  1.47  0.16
O  0.14  1.08  0.54  -0.27
C  -1.88  -3.10  1.23  -1.35
C  -3.00  -2.13  0.84  -1.03
C  -2.49  -0.83  0.19  -0.82
N  -1.31  -1.13  -0.57  0.83
C  -1.39  -1.40  -1.82  -0.27
C  -0.31  -1.97  -2.57  -0.18
C  -0.35  -1.92  -3.98  -0.61
C  0.66  -2.44  -4.74  -0.89
C  1.75  -3.05  -4.10  -0.46
C  1.81  -3.13  -2.74  -0.71
C  0.79  -2.59  -1.91  0.57
O  0.86  -2.73  -0.62  -0.68
H  -1.95  -0.98  3.05  0.25
H  -0.72  -1.75  4.06  0.53
H  -2.22  -2.61  3.71  0.33
H  0.11  -4.34  1.75  0.43
H  -0.14  -3.97  3.46  0.48
H  1.90  -2.86  1.49  0.10
H  2.21  -3.83  2.94  0.62
H  2.91  -1.55  3.28  0.44
H  1.53  -1.85  4.35  0.52
H  1.51  0.52  4.31  0.32
H  1.04  2.66  4.72  0.40
H  0.55  4.96  4.00  0.38
H  -0.12  5.38  1.65  0.46
H  -0.35  3.49  0.07  0.27
H  -2.35  -3.97  1.72  0.51
H  -1.37  -3.45  0.33  0.46
H  -3.61  -1.89  1.71  0.43
H  -3.63  -2.66  0.12  0.44
H  -2.21  -0.11  0.96  -0.03
H  -3.28  -0.40  -0.43  0.69
H  -2.34  -1.25  -2.34  0.26
H  -1.19  -1.41  -4.45  0.42
H  0.62  -2.38  -5.82  0.40
H  2.55  -3.46  -4.70  0.43
H  2.65  -3.58  -2.23  0.47
C  -3.43  4.77  -2.81  -1.36
C  -2.36  3.72  -2.85  0.60
C  -1.25  3.82  -3.69  -0.51
C  -0.23  2.89  -3.60  -0.88
C  -0.38  1.88  -2.67  0.32
Br  1.15  0.70  -2.40  0.74
N  -1.44  1.71  -1.92  0.21
C  -2.40  2.62  -2.00  -0.53
H  -3.28  5.52  -3.58  0.36
H  -3.43  5.26  -1.83  0.29
H  -4.42  4.32  -2.95  0.35
H  -1.18  4.64  -4.40  0.37
H  0.67  2.94  -4.20  0.49
H  -3.24  2.47  -1.33  0.40
F  5.03  -0.30  -1.26  -0.22
C  4.82  0.46  -0.18  0.47
F  5.29  -0.20  0.88  -0.23
F  5.56  1.58  -0.32  -0.23
S  2.97  0.86  0.11  0.66
O  2.41  1.75  -2.65  -0.69
O  3.07  1.32  1.49  -0.59
O  2.62  -0.66  0.08  -0.57